No. 1
Below is a structure of composition C46H70BrN5O5S2Si2Sn, with properties calculated with ωB97M-V/def2-TZVPD.

Positions of all 132 atoms, in Å:
Sn: 0.0510 0.3514 0.0501
O: -1.8991 -2.3557 2.4920
C: -1.1624 -1.5742 1.9592
N: -1.2368 -1.1147 0.6447
C: -2.0685 -1.7801 -0.2791
O: -2.7480 -2.7321 -0.0298
C: -2.0264 -1.1767 -1.6526
C: -2.7307 -1.7658 -2.6826
C: -2.6077 -1.2238 -3.9513
C: -1.7961 -0.1152 -4.1331
C: -1.1354 0.4249 -3.0451
N: -1.2558 -0.0935 -1.8178
C: -0.0773 -0.9050 2.7586
C: 0.0649 -1.1782 4.1027
C: 1.0139 -0.4684 4.8243
C: 1.7755 0.4918 4.1745
C: 1.6057 0.6803 2.8164
N: 0.7044 -0.0214 2.1274
H: -3.3383 -2.6348 -2.4743
H: -3.1297 -1.6677 -4.7885
H: -1.6709 0.3340 -5.1078
H: -0.5007 1.2905 -3.1487
H: -0.5813 -1.9196 4.5507
H: 1.1498 -0.6561 5.8807
H: 2.5143 1.0771 4.7037
H: 2.1963 1.3857 2.2567
C: 4.4475 -1.3539 -0.8722
C: 4.0899 -0.6146 0.4045
C: 3.5943 -1.6091 1.4389
C: 5.2627 0.1965 0.9252
O: 2.9414 0.3125 0.1343
Si: 3.1119 1.7055 -0.7589
S: 0.9912 2.1211 -1.0885
O: 3.8453 2.9981 -0.1638
C: 3.8652 4.0322 0.8460
C: 5.3324 4.3062 1.1355
C: 3.1856 5.2542 0.2435
C: 3.1401 3.5829 2.0997
O: 3.8140 1.3363 -2.1469
C: 4.2078 2.0942 -3.3296
C: 5.7084 2.3104 -3.2262
C: 3.4711 3.4249 -3.3859
C: 3.8494 1.2232 -4.5187
H: 5.1755 -2.1322 -0.6409
H: 4.8724 -0.6880 -1.6166
H: 3.5578 -1.8159 -1.2950
H: 4.4011 -2.2922 1.6997
H: 2.7643 -2.1973 1.0408
H: 3.2701 -1.1102 2.3517
H: 6.0894 -0.4752 1.1536
H: 4.9978 0.7403 1.8352
H: 5.6111 0.9175 0.1836
H: 5.8586 4.5450 0.2121
H: 5.8070 3.4345 1.5873
H: 5.4320 5.1496 1.8181
H: 3.7102 5.5761 -0.6556
H: 3.1874 6.0792 0.9547
H: 2.1515 5.0257 -0.0248
H: 3.6423 2.7180 2.5389
H: 2.0994 3.3331 1.8675
H: 3.1391 4.3838 2.8372
H: 5.9486 2.8563 -2.3128
H: 6.0674 2.8874 -4.0781
H: 6.2327 1.3544 -3.2099
H: 3.7681 4.0720 -2.5604
H: 2.3906 3.2740 -3.3467
H: 3.7015 3.9354 -4.3201
H: 4.3044 0.2388 -4.4165
H: 4.2089 1.6797 -5.4407
H: 2.7673 1.0981 -4.5915
S: -3.9496 4.7458 3.5732
C: -2.9718 3.6396 2.5739
C: -3.2223 2.2722 2.5683
C: -2.4439 1.4465 1.7854
N: -1.4352 1.8968 1.0175
C: -1.2055 3.2183 1.0150
C: -1.9374 4.1082 1.7758
C: -5.1317 5.2039 2.3065
C: -4.8639 6.2466 1.4340
C: -5.8176 6.5513 0.4728
N: -6.9697 5.9010 0.3480
C: -7.2169 4.9150 1.2029
C: -6.3340 4.5244 2.2017
H: -4.0219 1.8553 3.1640
H: -2.6516 0.3891 1.7508
H: -0.4101 3.5701 0.3754
H: -1.6978 5.1616 1.7476
H: -3.9496 6.8193 1.5063
H: -5.6490 7.3623 -0.2259
H: -8.1684 4.4098 1.0879
H: -6.5848 3.7224 2.8816
C: -0.2399 -6.7304 -3.7140
C: -0.2005 -5.5760 -2.6988
C: -1.5241 -4.8034 -2.7933
C: -0.1412 -6.1475 -1.2752
Si: 1.3443 -4.4882 -3.0518
Br: 0.8435 -2.5503 -1.8175
C: 2.9717 -5.1681 -2.3045
C: 3.0209 -5.0117 -0.7754
C: 3.1289 -6.6549 -2.6684
C: 4.1979 -4.4252 -2.8597
C: 1.4826 -3.8244 -4.8415
C: 0.1039 -3.4169 -5.3802
C: 2.0592 -4.9227 -5.7539
C: 2.3824 -2.5843 -4.9476
H: -1.0765 -7.3911 -3.4703
H: 0.6653 -7.3367 -3.7025
H: -0.4010 -6.3733 -4.7309
H: -2.3398 -5.4906 -2.5491
H: -1.7212 -4.4095 -3.7876
H: -1.5648 -3.9856 -2.0749
H: -1.0461 -6.7344 -1.0951
H: -0.1157 -5.3552 -0.5240
H: 0.7057 -6.8106 -1.1144
H: 2.1654 -5.4486 -0.2656
H: 3.0872 -3.9632 -0.4858
H: 3.9175 -5.5170 -0.4051
H: 2.3727 -7.2875 -2.2079
H: 4.1022 -7.0020 -2.3118
H: 3.0990 -6.8226 -3.7462
H: 4.1205 -3.3462 -2.7325
H: 4.3740 -4.6384 -3.9126
H: 5.0844 -4.7585 -2.3123
H: -0.5522 -4.2733 -5.5294
H: 0.2348 -2.9382 -6.3547
H: -0.3964 -2.7027 -4.7217
H: 1.4390 -5.8182 -5.7765
H: 3.0654 -5.2196 -5.4613
H: 2.1181 -4.5416 -6.7769
H: 2.0449 -1.7772 -4.2968
H: 2.3436 -2.2173 -5.9778
H: 3.4240 -2.7947 -4.7218

Results
HOMO-LUMO gap: 7.0771 eV
Net charge: +2
E_LUMO: -6.5 eV


No. 2
Below is an isolated molecule of C3H5NO2S, with properties calculated with ωB97M-V/def2-TZVPD.

Positions of all 12 atoms, in Å:
C: 1.2579 -0.1793 -1.3639
C: -0.7284 -1.1625 1.1587
C: 0.4974 1.0515 -1.2256
N: 1.8038 -1.1810 -1.4321
O: -0.8041 0.7807 -0.7502
O: -0.2936 1.3028 1.7501
S: -1.2248 0.5960 0.8988
H: 0.3546 -1.2275 1.2028
H: -1.1392 -1.7945 0.3808
H: -1.1421 -1.4361 2.1277
H: 1.0274 1.7259 -0.5377
H: 0.3910 1.5241 -2.2092

Results
HOMO-LUMO gap: 10.6756 eV
E_LUMO: 0.7 eV


For the records above, the corresponding ΔE to the lowest compared entry with this formula, charge and spin values read 12.11 42.56 kcal per mole.
For the records above, the corresponding max |F| values read 0.02462 0.03384 Eh/bohr.